Density functional theory data (wB97M-V/def2-TZVPD) for a structure of composition C9H19N3O9V at a distorted geometry.

For the gap between HOMO and LUMO, the calculation gives 1.8 eV. The net charge is -1. Its energy above the lowest of the compared OMol25 structures with the same formula, charge and spin is 182.1 kcal per mole.

Positions of all 41 atoms, in Å:
V  5.160  3.918  -1.841
O  0.262  11.093  -0.571
O  1.381  5.094  -0.505
O  0.969  12.553  -2.009
O  0.805  10.508  -2.514
O  6.633  4.300  -1.729
O  -0.041  5.854  -1.903
O  4.911  2.367  -2.133
O  -0.203  -3.332  2.610
O  -0.160  6.351  0.175
N  0.700  11.431  -1.663
N  -0.603  -2.653  1.487
N  0.392  5.770  -0.743
C  -2.405  -2.429  -0.353
C  0.422  -1.982  0.661
C  -1.757  -3.302  0.788
C  0.853  -0.932  1.623
C  -2.950  -3.690  1.781
C  -0.151  -1.295  -0.543
C  -1.298  -1.932  -1.291
C  -1.385  -4.635  0.140
C  1.583  -2.825  0.088
H  1.381  -3.439  -0.789
H  2.404  -2.195  -0.254
H  0.600  -1.130  -1.316
H  -2.996  -1.729  0.237
H  -1.066  -5.304  0.939
H  -0.523  -4.571  -0.524
H  -1.569  -1.263  -2.108
H  -3.186  -2.983  2.577
H  -2.063  -5.094  -0.579
H  -3.898  -3.903  1.288
H  -3.173  -2.994  -0.882
H  -2.555  -4.431  2.476
H  0.076  -0.505  2.257
H  -0.535  -0.302  -0.307
H  1.648  -1.253  2.295
H  1.340  -0.097  1.118
H  0.182  -2.621  3.126
H  1.825  -3.629  0.784
H  -1.010  -2.792  -1.895